Formula: C2H2N2O2S
Source: OMol25
Level of theory: ωB97M-V with the def2-TZVPD basis set

Its HOMO energy is -8.74 eV. The calculation puts the HOMO-LUMO gap at 6.63 eV. As for the total charge: 0.

Atoms and positions in Å:
1 C 0.403 0.290 -1.383
2 C -0.305 0.081 0.672
3 H 1.922 0.141 -2.769
4 H 0.448 2.021 -0.065
5 N 0.317 -0.961 -1.255
6 N -0.121 1.035 -0.292
7 O 0.744 0.902 -2.364
8 O -0.035 -1.160 0.073
9 S -0.625 -0.177 2.266